[1]
Below is a cluster of 3 separate species, C14H35N3P in total, with properties calculated with wB97M-V/def2-TZVPD.

As for the highest occupied orbital energy: -0.141 Ha. As for the multiplicity: 1. The net charge is -1. As for the frontier orbital gap: 6.70 eV. Its total energy is -28845.0067 eV.

Each line ends with the Löwdin charge.
Atoms and positions in Å:
N 2.6683 0.5374 2.1215  0.06
C 2.0546 -0.5673 1.9764  -0.31
C 1.1002 -0.8488 0.8483  -0.41
N -0.1196 -1.4809 1.2774  -0.34
P -1.1228 -0.7204 2.2582  0.39
N -1.9637 0.5854 1.9099  -0.35
H 3.2521 0.5059 2.9577  0.02
H 2.1662 -1.3980 2.6874  0.10
H 1.6298 -1.5472 0.1780  0.07
H 0.9861 0.0879 0.2798  0.09
H -1.9710 -1.7710 2.6892  -0.06
H -0.5010 -0.4672 3.5289  -0.05
H -1.8416 0.8243 0.9292  -0.08
C -4.7592 6.6787 -1.1961  -0.12
C -3.9738 6.4248 0.0860  -0.28
C -2.9321 5.3146 -0.0459  -0.23
C -3.5003 3.9444 -0.4213  -0.23
C -4.5830 3.4222 0.5237  -0.27
C -4.0968 3.2657 1.9603  -0.12
H -5.3328 5.7988 -1.4914  0.06
H -5.4610 7.5066 -1.0781  0.06
H -4.0862 6.9246 -2.0218  0.07
H -4.6687 6.1793 0.8943  0.10
H -3.4701 7.3473 0.3899  0.10
H -2.3836 5.2295 0.8949  0.10
H -2.1944 5.6084 -0.8009  0.11
H -2.6767 3.2249 -0.4327  0.11
H -3.8930 3.9761 -1.4428  0.10
H -4.9113 2.4466 0.1554  0.10
H -5.4628 4.0753 0.4817  0.09
H -3.2254 2.6076 1.9935  0.03
H -4.8685 2.8161 2.5875  0.07
H -3.8320 4.2301 2.4025  0.06
C 3.5928 -4.5949 1.0484  -0.11
C 4.6272 -4.6337 -0.0700  -0.27
C 4.3759 -3.5793 -1.1482  -0.23
C 3.0257 -3.7069 -1.8561  -0.23
C 2.7806 -5.0559 -2.5304  -0.27
C 3.8000 -5.3924 -3.6132  -0.12
H 2.5886 -4.8055 0.6791  0.07
H 3.8169 -5.3245 1.8284  0.07
H 3.5626 -3.6056 1.5103  0.07
H 4.6481 -5.6312 -0.5210  0.09
H 5.6245 -4.4730 0.3500  0.10
H 5.1851 -3.6155 -1.8839  0.10
H 4.4277 -2.5877 -0.6880  0.11
H 2.9532 -2.9157 -2.6095  0.11
H 2.2195 -3.5110 -1.1459  0.09
H 1.7779 -5.0486 -2.9654  0.10
H 2.7740 -5.8503 -1.7781  0.10
H 3.8233 -4.6130 -4.3791  0.07
H 3.5627 -6.3375 -4.1051  0.06
H 4.8079 -5.4793 -3.2029  0.06

Force components x, y, z for each atom (eV/Å):
N 0.0 -0.1 0.0
C 0.1 0.1 0.0
C 0.0 0.0 -0.1
N 0.0 -0.1 0.1
P -0.1 -0.1 0.2
N 0.3 0.1 -0.1
H 0.0 0.0 0.0
H -0.1 0.0 0.0
H 0.0 0.0 0.0
H 0.0 0.0 0.0
H 0.0 0.0 -0.1
H 0.0 0.1 0.0
H -0.1 -0.1 0.0
C 0.0 0.0 0.0
C 0.0 0.0 0.0
C 0.0 0.0 0.0
C 0.0 0.0 0.0
C 0.0 0.0 0.0
C 0.0 0.0 -0.1
H 0.0 0.0 0.0
H 0.0 0.0 0.0
H 0.0 0.0 0.0
H 0.0 0.0 0.0
H 0.0 0.0 0.0
H 0.0 0.0 0.0
H 0.0 0.0 0.0
H 0.0 0.0 0.0
H 0.0 0.0 0.0
H 0.0 0.0 0.0
H 0.0 0.0 0.0
H 0.0 0.0 0.1
H 0.0 0.0 0.0
H 0.0 0.0 0.0
C 0.0 0.0 0.0
C 0.0 0.0 0.0
C 0.0 0.0 0.0
C 0.0 0.0 0.0
C 0.0 0.0 0.0
C 0.0 0.0 0.0
H 0.0 0.0 0.0
H 0.0 0.0 0.0
H 0.0 0.0 0.0
H 0.0 0.0 0.0
H 0.0 0.0 0.0
H 0.0 0.0 0.0
H 0.0 0.0 0.0
H 0.0 0.0 0.0
H 0.0 0.0 0.0
H 0.0 0.0 0.0
H 0.0 0.0 0.0
H 0.0 0.0 0.0
H 0.0 0.0 0.0
H 0.0 0.0 0.0

[2]
Below is a cluster of 6 separate species, C14H35NO5S5 in total at a distorted geometry, with properties calculated with wB97M-V/def2-TZVPD.

As for the highest occupied orbital energy: -0.312 Ha. As for the multiplicity: 1. As for the frontier orbital gap: 8.63 eV. Its total energy is -80983.0847 eV.

Each line ends with the Löwdin charge.
Atoms and positions in Å:
C -3.6158 6.5561 1.1861  -0.25
S -4.8720 7.2700 2.3112  0.82
O -4.6477 8.7736 2.3130  -0.58
C -6.4023 6.9851 1.3905  -0.28
H -4.0004 6.3006 0.1987  0.05
H -3.1517 5.6828 1.6444  0.04
H -2.8797 7.3452 1.0325  0.05
H -7.2327 7.3520 1.9938  0.05
H -6.4808 5.9238 1.1545  0.05
H -6.4054 7.6207 0.5050  0.06
C -4.5580 -5.7442 2.8011  -0.27
S -5.7800 -4.8333 1.7009  0.85
O -7.1820 -4.8527 2.3196  -0.59
C -4.9658 -3.2356 2.2846  -0.26
H -4.8154 -6.7890 2.6271  0.03
H -4.6704 -5.5127 3.8603  0.06
H -3.5338 -5.6886 2.4322  0.05
H -3.9280 -3.3913 1.9899  0.03
H -5.0423 -3.2716 3.3713  0.05
H -5.2913 -2.3137 1.8027  0.05
C -0.2976 -9.0734 -4.1038  -0.29
S -1.0711 -8.3694 -2.6203  0.84
O -0.0258 -7.6287 -1.7656  -0.58
C -1.9944 -7.0964 -3.5993  -0.27
H -0.9863 -9.6914 -4.6799  0.05
H 0.4434 -9.8155 -3.8067  0.04
H 0.2543 -8.3491 -4.7029  0.06
H -2.7707 -7.4726 -4.2657  0.05
H -1.3500 -6.4616 -4.2074  0.05
H -2.4233 -6.3751 -2.9036  0.04
C 4.7527 7.0373 -2.6572  -0.25
S 3.4838 5.8844 -3.4285  0.82
O 2.1088 6.3302 -3.0487  -0.57
C 3.9045 6.4223 -5.1452  -0.27
H 4.6018 8.0353 -3.0688  0.04
H 5.7707 6.7177 -2.8799  0.05
H 4.6411 7.1194 -1.5760  0.04
H 3.2550 5.9063 -5.8522  0.04
H 4.9189 6.1362 -5.4234  0.05
H 3.8139 7.4986 -5.2914  0.05
C 4.7799 -0.6982 4.9367  -0.27
S 5.8334 0.7967 4.6724  0.84
O 6.5182 1.0714 6.0047  -0.57
C 7.0141 -0.1294 3.6003  -0.28
H 4.6118 -1.2769 4.0284  0.04
H 3.8272 -0.2398 5.2018  0.03
H 5.1971 -1.3465 5.7073  0.06
H 7.3850 -1.0590 4.0320  0.05
H 7.8757 0.5380 3.6147  0.04
H 6.5430 -0.2914 2.6308  0.05
N 0.6059 -1.8968 -1.1281  0.00
C -0.2760 -0.8050 -1.1718  -0.11
C 0.4685 0.2786 -0.7479  -0.12
C 1.7630 -0.1766 -0.4441  -0.14
C 1.8148 -1.5059 -0.6298  -0.16
H 0.4268 -2.8691 -1.3349  0.14
H -1.2901 -0.8738 -1.5369  0.10
H 0.1551 1.3116 -0.7145  0.09
H 2.5690 0.4701 -0.1299  0.09
H 2.6031 -2.2297 -0.4844  0.11

Force components x, y, z for each atom (eV/Å):
C -0.2 0.2 -0.4
S 0.3 1.4 0.3
O -0.3 -1.5 -0.1
C 0.3 0.4 -0.2
H -0.2 -0.1 0.1
H -0.1 0.1 0.0
H 0.0 0.0 0.3
H 0.1 -0.3 0.3
H -0.2 0.1 0.0
H 0.3 -0.2 -0.2
C -1.0 -1.1 -0.9
S -0.6 1.4 2.1
O 2.3 -0.3 -0.8
C 0.1 -1.0 -0.7
H -0.2 -0.1 0.3
H 0.0 0.2 -0.2
H -0.1 0.6 0.0
H 0.1 0.1 0.1
H -0.2 0.4 -0.2
H -0.5 -0.3 0.2
C 0.9 -0.7 0.2
S 0.8 1.5 0.2
O -1.6 -1.1 -1.8
C 0.2 0.8 0.3
H -0.5 0.5 -0.1
H 0.1 0.1 0.5
H -0.4 0.2 0.0
H 0.0 -0.5 0.3
H 0.6 -0.4 0.0
H -0.3 -0.4 0.3
C -0.6 0.1 -0.3
S 0.8 0.5 0.2
O 0.9 0.2 -0.5
C -0.3 0.0 -0.1
H -0.1 0.0 -0.1
H -0.1 -0.3 -0.2
H -0.3 -0.4 -0.1
H -0.2 0.0 0.2
H 0.1 -0.1 0.4
H -0.2 0.0 0.2
C -0.5 0.9 -0.2
S 1.0 -1.7 1.2
O -0.8 -0.3 -1.7
C 0.3 0.8 0.8
H 0.2 0.2 -0.2
H -0.1 -0.5 0.4
H 0.0 0.4 0.1
H -0.5 -0.1 0.2
H 0.0 0.1 -0.7
H 0.3 0.2 0.0
N -0.9 0.0 0.2
C 1.3 -0.4 0.1
C -0.8 -0.1 -0.5
C 0.7 1.5 0.7
C 0.0 -1.0 -0.5
H -0.4 0.4 0.0
H 0.2 -0.1 0.1
H -0.1 -0.1 0.0
H 0.0 -0.2 0.1
H 0.0 0.1 -0.1

[3]
Below is a structure of composition C14H36As4ClIrO4, with properties calculated with wB97M-V/def2-TZVPD.

As for the highest occupied orbital energy (spin up / spin down): -0.632 / -0.709 Ha. As for the multiplicity: 6. The net charge is +3. As for the frontier orbital gap (spin up / spin down): 9.68 / 7.61 eV. Its total energy is -281969.6689 eV.

Each line ends with the Mulliken spin population.
Atoms and positions in Å:
Ir 0.0652 -0.6495 -0.6214  2.61
C -1.9126 -3.8479 0.1406  0.02
As -1.8692 -1.9290 0.3440  0.23
C -3.5978 -1.2983 -0.2327  0.01
C -1.8901 -1.4427 2.2448  0.04
C -0.7643 -1.7681 3.2517  -0.05
C -1.2843 -1.2315 4.6018  0.01
C 0.5486 -1.0106 2.9793  0.08
As 1.5961 -1.1731 1.3287  0.24
C 2.4894 -2.8888 1.3138  0.02
C 2.9940 0.1225 1.6194  0.02
C -0.5667 -3.2945 3.3588  0.10
As 0.3117 -3.9652 4.9845  0.79
C -0.8949 -4.2223 6.4580  0.04
C 1.2145 -5.6156 4.5953  0.03
H -2.6846 -4.2688 0.7845  0.01
H -0.9459 -4.2901 0.3708  0.01
H -2.1628 -4.0702 -0.8959  0.00
H -4.3702 -1.7833 0.3642  0.01
H -3.7409 -1.5487 -1.2820  0.00
H -3.6477 -0.2193 -0.0981  0.01
H -2.8292 -1.8622 2.6180  0.00
H -2.0258 -0.3582 2.2130  0.00
H -1.5432 -0.1756 4.5262  0.00
H -0.5215 -1.3138 5.3815  0.00
H -2.1789 -1.7687 4.9221  0.00
H 1.2665 -1.2185 3.7803  -0.01
H 0.3482 0.0635 3.0242  0.00
H 2.9501 -3.0575 2.2878  0.01
H 3.2757 -2.8560 0.5610  0.00
H 1.8037 -3.6972 1.0690  0.01
H 3.4923 -0.0990 2.5633  0.01
H 2.5587 1.1190 1.6450  0.00
H 3.7134 0.0596 0.8052  0.00
H 0.0090 -3.7099 2.5301  -0.01
H -1.5374 -3.8021 3.3782  0.01
H -1.3206 -3.2763 6.7798  0.00
H -0.3352 -4.6816 7.2713  0.00
H -1.6806 -4.9031 6.1201  0.03
H 1.9297 -5.4788 3.7879  0.00
H 0.4566 -6.3504 4.3114  0.04
H 1.7267 -5.9522 5.4952  0.00
C -0.8080 0.3587 -4.0081  0.03
As 0.7237 -0.2400 -3.0074  0.24
C 1.3992 -1.8238 -3.8684  0.01
C 2.0834 1.1185 -3.1315  0.04
H -0.4659 0.5769 -5.0212  0.02
H -1.2147 1.2582 -3.5520  0.00
H -1.5571 -0.4298 -4.0405  0.00
H 1.6297 -1.5693 -4.9039  0.01
H 0.6466 -2.6092 -3.8524  0.01
H 2.3075 -2.1597 -3.3726  0.01
H 2.3274 1.2196 -4.1905  0.01
H 2.9677 0.8091 -2.5793  0.00
H 1.7004 2.0578 -2.7433  0.00
O -0.7597 2.5749 -1.3632  0.01
Cl -0.1135 2.4422 -0.1111  0.00
O -0.5603 3.3044 0.8942  0.02
O 1.3011 2.3315 -0.2252  0.01
O -0.5498 0.9699 0.4137  0.29

Force components x, y, z for each atom (eV/Å):
Ir -0.1 0.1 0.0
C 0.0 0.0 0.0
As 0.0 0.0 0.0
C 0.0 0.0 0.0
C 0.0 0.0 0.0
C 0.0 0.0 0.0
C 0.0 0.0 0.0
C 0.0 0.0 0.0
As 0.1 0.0 0.0
C 0.0 0.0 0.0
C 0.0 0.0 0.0
C 0.0 0.0 0.0
As 0.0 0.0 0.0
C 0.0 0.0 0.0
C 0.0 0.0 0.0
H 0.0 0.0 0.0
H 0.0 0.0 0.0
H 0.0 0.0 0.0
H 0.0 0.0 0.0
H 0.0 0.0 0.0
H 0.0 0.0 0.0
H 0.0 0.0 0.0
H 0.0 0.0 0.0
H 0.0 0.0 0.0
H 0.0 0.0 0.0
H 0.0 0.0 0.0
H 0.0 0.0 0.0
H 0.0 0.0 0.0
H 0.0 0.0 0.0
H 0.0 0.0 0.0
H 0.0 0.0 0.0
H 0.0 0.0 0.0
H 0.0 0.0 0.0
H 0.0 0.0 0.0
H 0.0 0.0 0.0
H 0.0 0.0 0.0
H 0.0 0.0 0.0
H 0.0 0.0 0.0
H 0.0 0.0 0.0
H 0.0 0.0 0.0
H 0.0 0.0 0.0
H 0.0 0.0 0.0
C 0.0 0.0 0.0
As 0.1 0.0 0.0
C 0.0 0.0 0.0
C 0.0 0.0 0.0
H 0.0 0.0 0.0
H 0.0 0.0 0.0
H 0.0 0.0 0.0
H 0.0 0.0 0.0
H 0.0 0.0 0.0
H 0.0 0.0 0.0
H 0.0 0.0 0.0
H 0.0 0.0 0.0
H 0.0 0.0 0.0
O 0.1 0.0 0.1
Cl 0.1 -0.1 -0.1
O 0.0 0.0 0.0
O -0.1 0.0 0.0
O 0.0 0.0 0.0

[4]
Below is a structure of composition C14H36BCaClF2N2O11PS2 at a distorted geometry, with properties calculated with wB97M-V/def2-TZVPD.

As for the highest occupied orbital energy: -0.147 Ha. As for the multiplicity: 1. The net charge is -1. As for the frontier orbital gap: 0.73 eV. Its total energy is -108634.4484 eV.

Each line ends with the Löwdin charge.
Atoms and positions in Å:
C -2.4228 0.3341 -4.2203  -0.20
P -2.8696 1.5771 -3.0668  0.95
O -3.6690 2.6692 -3.9795  -0.22
C -4.0068 0.9406 -1.8008  -0.25
C -3.8957 1.6214 -0.4269  -0.25
C -3.9121 0.6059 0.7407  -0.20
S -2.4406 -0.4388 0.6643  0.59
O -1.5346 0.1177 -0.3097  -0.27
O -1.9759 -0.6224 1.9981  -0.25
O -2.9867 -1.8141 0.1483  -0.17
B -1.1494 2.2407 -2.3155  -0.74
O -1.1252 3.1955 -1.3225  0.05
O -0.0523 1.6919 -2.8120  0.17
H -1.8254 0.8708 -5.0351  0.01
H -3.2896 -0.2201 -4.5810  0.07
H -1.7810 -0.3852 -3.6994  0.08
H -3.1341 2.7713 -4.7874  0.08
H -3.8718 -0.1390 -1.8028  0.09
H -5.0271 1.0960 -2.1665  0.10
H -2.9577 2.1556 -0.3062  0.08
H -4.7341 2.3013 -0.2673  0.11
H -4.7864 -0.0448 0.7195  0.10
H -3.8261 1.1339 1.6875  0.10
H -3.0381 -1.8536 -0.8204  0.08
H -0.6659 2.7893 -0.5582  0.09
H 0.6632 1.7652 -2.1128  0.09
F -2.6095 5.2709 -1.8319  -0.65
Ca -3.3621 6.9711 -2.3685  1.67
N 1.6254 1.5006 0.3801  -0.58
O 1.0131 1.6809 1.4332  -0.02
O 1.2858 2.1808 -0.6467  -0.10
O 2.5605 0.7061 0.2939  -0.01
C -5.8643 -5.6334 3.5650  -0.24
C -4.4732 -5.0419 3.3184  -0.22
C -4.4345 -4.4900 1.8819  -0.30
S -6.1317 -4.0177 1.5067  0.63
O -6.7017 -4.8390 0.4744  -0.34
O -6.2442 -2.5730 1.4460  -0.36
C -6.8381 -4.5778 3.0641  -0.25
H -6.0307 -5.8593 4.6196  0.10
H -5.9852 -6.5596 2.9988  0.12
H -4.2992 -4.2370 4.0395  0.11
H -3.6859 -5.7821 3.4583  0.11
H -3.7999 -3.6147 1.7930  0.07
H -4.0776 -5.2464 1.1513  -0.04
H -7.8439 -4.9493 2.8807  0.10
H -6.8699 -3.7235 3.7414  0.10
C 5.8151 0.9090 2.5031  -0.08
C 7.0665 1.4642 1.8367  -0.28
N 7.4271 0.7551 0.6224  -0.20
C 8.7458 1.0894 0.1265  -0.26
C 9.0042 2.5271 -0.3468  -0.09
C 6.3705 0.6663 -0.3774  -0.24
C 5.7712 1.9719 -0.9076  -0.08
H 5.9237 -0.1584 2.7000  0.08
H 5.6521 1.4168 3.4556  0.07
H 4.9188 1.0578 1.9001  0.06
H 7.9032 1.3674 2.5368  0.11
H 6.9262 2.5452 1.6706  0.10
H 8.9927 0.3994 -0.6859  0.11
H 9.4614 0.8631 0.9255  0.10
H 8.5453 2.7246 -1.3148  0.05
H 10.0792 2.6884 -0.4632  0.06
H 8.6360 3.2657 0.3659  0.06
H 5.5565 0.0754 0.0454  0.10
H 6.7382 0.0678 -1.2154  0.11
H 5.5739 2.6870 -0.1078  0.07
H 4.8159 1.7564 -1.3881  0.07
H 6.4089 2.4523 -1.6514  0.05
Cl -3.6573 -4.9883 -1.0150  -0.47
F -1.4053 1.0978 -6.5329  -0.70

Force components x, y, z for each atom (eV/Å):
C 0.0 -0.3 1.0
P 0.8 -0.8 -0.7
O 0.0 0.4 0.4
C -0.6 1.0 -0.2
C 0.1 -0.9 0.9
C 0.2 0.2 -0.8
S 0.4 0.5 0.3
O -0.4 0.0 -0.3
O -0.3 -0.3 0.0
O 0.0 0.2 0.2
B 0.3 0.8 0.6
O -1.1 -0.8 0.3
O -0.2 -0.7 -0.1
H -0.1 -0.6 -0.8
H 0.0 0.3 -0.3
H 0.2 0.2 -0.1
H -0.2 -0.2 -0.2
H 0.2 0.0 0.1
H 0.1 -0.1 -0.2
H -0.1 0.3 -0.3
H 0.1 0.1 -0.1
H 0.0 -0.1 0.2
H -0.1 -0.1 0.1
H 0.1 -0.6 0.0
H 0.8 0.5 -0.2
H 0.2 0.1 -0.2
F -0.8 1.5 -0.4
Ca 0.7 -1.5 0.3
N 0.2 -0.2 0.1
O -0.1 0.1 0.1
O -0.1 0.2 0.0
O 0.1 0.0 0.0
C 0.1 0.0 0.0
C 0.0 0.2 0.0
C 0.2 -0.7 0.5
S 0.4 -0.2 0.0
O -0.2 0.1 0.0
O -0.1 0.1 -0.1
C -0.1 -0.1 0.3
H 0.0 0.0 0.0
H 0.0 0.0 0.0
H 0.0 0.0 0.0
H 0.0 0.0 0.0
H -0.1 0.0 -0.2
H -0.5 0.6 0.2
H 0.0 0.1 -0.1
H 0.0 0.0 0.0
C 0.0 0.1 0.0
C -0.1 0.0 0.1
N 0.1 0.0 -0.1
C 0.2 0.0 0.1
C 0.1 0.0 -0.1
C -0.3 -0.1 0.0
C 0.0 0.0 -0.2
H 0.0 0.0 0.0
H 0.0 0.0 0.0
H 0.0 0.0 0.0
H 0.1 0.0 -0.1
H 0.0 0.0 0.0
H -0.1 0.0 0.0
H -0.1 0.0 0.1
H -0.1 0.0 0.0
H 0.0 0.0 0.0
H 0.0 0.0 0.0
H 0.0 0.0 0.1
H 0.1 0.0 0.0
H 0.0 0.0 0.0
H 0.0 0.0 0.1
H 0.1 0.0 0.1
Cl 0.3 0.2 -0.6
F -0.2 0.6 0.3